132
Properties=species:S:1:pos:R:3:forces:R:3 method="wB97M-V/def2-TZVPD" max_force_ev_per_a=5.04 homo_lumo_gap_ev=1.8109 charge=+2 e_above_lowest_ev=0.000 spin_multiplicity=1
Sr -1.23515 -8.75618 2.95919 -0.2 0.0 -1.4
Ba -5.28872 -3.87496 3.19654 0.1 0.9 -1.0
O 0.46970 -3.12119 0.08872 1.9 0.4 -0.6
C -0.64381 -3.37817 0.70508 -4.2 -2.2 1.7
O -1.11457 -2.48751 1.45168 0.0 0.9 0.6
O -1.18577 -4.50334 0.57504 -0.1 -1.1 -0.4
H 0.63000 -2.39676 0.69789 1.5 1.4 -0.5
O -7.16622 -9.65478 1.95998 0.1 0.5 0.4
C -5.82155 -9.60404 1.97962 3.0 0.5 -0.4
O -5.14395 -10.63221 1.96888 -0.4 -1.7 0.4
O -5.20512 -8.48823 1.96454 -0.7 2.0 0.5
H -7.31460 -10.57012 2.20842 -0.5 -0.4 -0.2
C -6.11037 -1.42701 -0.55506 0.3 -0.7 0.4
O -6.21357 -0.91126 0.74923 1.3 -3.3 0.4
C -6.79919 0.29450 0.85114 0.1 1.7 1.4
C -6.35110 0.85108 2.19428 -0.3 1.2 1.4
N -6.94558 0.20227 3.40061 -0.2 -0.3 0.3
C -6.74395 0.87271 4.73471 -0.4 0.4 -0.3
C -7.57750 2.16902 4.95553 0.2 -0.3 -0.3
O -8.86922 1.95652 4.47169 -1.0 -0.6 -0.7
C -9.68984 3.13573 4.41147 1.3 -0.2 -0.1
H -7.01572 -1.14418 -1.09213 0.4 -0.2 -0.6
H -6.02437 -2.50735 -0.43857 -0.6 -0.3 -0.2
H -5.13172 -1.20222 -0.97912 -0.3 0.8 -0.5
H -7.88543 0.20841 0.82347 -0.3 0.2 -0.2
H -6.42891 0.93185 0.04817 -0.2 0.4 0.0
H -6.62322 1.90650 2.20592 0.0 0.3 -0.1
H -5.27553 0.80170 2.36403 0.1 0.0 -0.6
H -7.94626 0.27848 3.28688 -0.4 -0.3 -0.1
H -5.69043 1.11232 4.87891 0.0 -0.1 0.0
H -7.06241 0.19027 5.52272 0.1 -0.3 -0.2
H -7.05128 2.98013 4.45225 -0.2 0.4 -0.2
H -7.70443 2.43825 6.00411 0.7 -0.1 0.3
H -10.64573 2.92687 3.93111 0.3 -0.2 0.1
H -9.08590 3.82296 3.81897 -0.5 0.6 -0.1
H -9.83321 3.55289 5.40822 -0.1 0.0 0.1
C -0.15017 -8.15709 -1.48200 -0.5 0.4 1.6
O 0.86931 -8.32914 -0.48923 0.2 0.1 -0.6
C 2.18710 -7.91772 -0.76861 0.6 -0.9 2.2
C 3.03359 -8.10260 0.55162 0.0 0.8 -1.6
N 2.49782 -7.22090 1.62179 -0.7 -1.7 -1.4
C 3.34980 -7.09671 2.79535 0.7 1.7 -1.2
C 3.85848 -5.56972 2.81586 -0.8 -1.7 0.2
O 4.61751 -5.24822 1.63509 -3.2 0.3 1.6
C 5.90507 -5.66563 1.67715 2.6 -1.2 0.3
H -0.07869 -8.81339 -2.34932 0.1 0.0 0.1
H -0.38823 -7.12023 -1.71937 0.8 0.2 -0.4
H -0.98387 -8.36066 -0.80998 -0.8 -0.7 -0.8
H 2.32465 -6.85067 -0.94344 -0.7 0.2 -0.5
H 2.68446 -8.47704 -1.56100 -0.3 -0.1 -0.2
H 3.92753 -7.68411 0.08920 0.9 0.3 0.7
H 3.36221 -9.09397 0.86353 -0.8 -0.2 0.1
H 2.43243 -6.37941 1.06707 -0.3 0.8 0.8
H 4.17292 -7.79778 2.65722 0.3 0.1 0.4
H 2.76773 -7.39438 3.66752 0.3 0.4 0.4
H 4.29072 -5.40301 3.80251 1.0 0.3 -0.3
H 2.94925 -4.97000 2.85745 0.0 0.2 -0.6
H 6.16953 -6.22738 0.78127 0.0 0.4 -0.4
H 6.12248 -6.38600 2.46578 -0.2 -0.1 0.4
H 6.60133 -4.84547 1.85222 0.0 0.2 -0.3
C 0.28562 3.28870 -2.84523 -0.1 1.6 -2.3
O 0.23254 4.48240 -3.68185 2.1 0.3 -1.0
C 1.47160 4.56679 -4.57742 -0.6 1.0 2.5
C 1.78717 6.06244 -4.75707 -0.5 -0.8 -0.4
N 0.78864 6.63661 -5.61098 -1.0 0.9 -0.2
C 0.96573 8.05331 -5.90409 0.8 1.0 -0.1
C 1.13065 9.10252 -4.72105 0.0 -1.0 -0.4
O -0.03495 9.68098 -4.16402 -0.4 -0.7 -0.3
C -0.87257 8.74421 -3.47999 -0.1 0.7 -0.3
H 0.26907 2.56139 -3.65692 -0.2 -1.2 0.9
H -0.62128 3.35718 -2.24444 0.3 -0.5 0.1
H 1.22546 3.27509 -2.29331 -0.2 -0.2 0.3
H 1.43255 3.99749 -5.50610 -0.7 0.2 -0.1
H 2.30680 4.15440 -4.01129 0.0 -0.2 0.3
H 2.75561 6.16649 -5.24632 0.2 0.0 0.0
H 1.77949 6.62088 -3.82103 0.5 -0.6 0.5
H -0.07725 6.64174 -5.09109 -0.3 -0.8 0.0
H 0.19793 8.30544 -6.63554 -0.2 0.4 0.3
H 1.89311 8.15751 -6.46729 0.3 -0.1 -0.1
H 1.80351 9.91027 -5.00900 -0.4 0.2 -0.4
H 1.71498 8.59079 -3.95632 -0.1 -0.1 0.5
H -1.84747 9.21127 -3.34030 0.2 0.3 0.3
H -0.42521 8.49545 -2.51765 -0.1 -0.3 0.1
H -1.13535 7.85393 -4.05134 0.5 -0.2 -0.1
C 1.74214 -1.39051 -8.99439 0.2 1.1 -0.6
O 1.40123 -1.33437 -7.66087 0.4 2.5 0.5
C 1.05275 -2.53630 -7.20316 -1.3 -2.7 1.3
C 0.78242 -2.55025 -5.70754 0.2 0.9 1.1
N 1.93281 -2.85618 -4.85486 1.0 -0.1 0.1
C 3.05815 -1.89365 -4.92324 -0.2 -0.2 -1.1
C 4.35496 -2.38078 -4.26688 -0.3 1.3 1.4
O 5.10280 -1.35399 -3.56246 1.3 -0.3 -1.1
C 4.54994 -0.68636 -2.46339 -1.4 0.0 -1.2
H 1.92796 -0.35233 -9.26963 0.4 -0.2 -0.3
H 0.90686 -1.70889 -9.61812 -0.1 -0.5 -0.1
H 2.62414 -2.02329 -9.09333 0.1 -0.1 -0.5
H 1.79315 -3.29119 -7.46787 0.4 -0.3 0.2
H 0.15007 -2.87525 -7.71146 -0.5 -0.2 -0.1
H -0.04999 -3.18219 -5.39793 0.2 -0.6 -0.4
H 0.41448 -1.58322 -5.36465 -0.2 0.7 -0.7
H 1.61073 -2.97226 -3.90465 0.0 0.0 0.1
H 2.88769 -0.86280 -4.61278 -0.6 0.1 0.5
H 3.25530 -1.77020 -5.98813 0.0 0.0 -0.1
H 5.03934 -2.69914 -5.05323 0.0 -0.6 0.6
H 4.09271 -3.07385 -3.46751 0.1 -0.9 -0.4
H 5.17980 -0.60659 -1.57738 0.2 -0.6 -0.1
H 3.58777 -1.17181 -2.30011 -0.2 0.1 0.9
H 4.33110 0.32940 -2.79270 -0.1 0.3 0.2
C 3.31705 1.85211 4.29180 -0.4 -1.0 0.8
O 2.45401 1.75796 5.47278 1.0 0.6 -1.1
C 1.10769 2.22134 5.37507 1.2 1.4 2.2
C 0.93429 3.63930 6.18370 0.7 -0.8 -2.8
N 1.57033 4.74355 5.46272 -0.1 -0.3 -0.6
C 1.63258 5.97379 6.21211 0.7 1.0 0.0
C 2.70435 6.99298 5.66019 -0.7 -1.1 0.0
O 3.87094 6.24496 5.28152 -1.8 -0.4 0.2
C 5.09237 6.90184 5.29695 0.1 0.4 -0.7
H 2.97714 1.18650 3.49838 -0.4 -0.3 0.0
H 4.26644 1.44243 4.63662 0.0 0.2 0.0
H 3.49610 2.79827 3.78110 -0.4 0.6 0.7
H 0.57086 1.57872 6.07290 -0.4 -0.5 -0.5
H 0.81738 2.11580 4.32976 -0.7 0.6 0.2
H 1.41984 3.56763 7.15693 -0.4 -0.6 0.4
H -0.14323 3.79900 6.22318 0.0 0.2 0.4
H 2.51136 4.47004 5.21826 0.2 0.0 0.0
H 1.84793 5.79864 7.26618 0.1 -0.1 0.4
H 0.65819 6.46042 6.16895 -0.1 0.2 0.1
H 2.90156 7.79775 6.36839 0.3 -0.3 0.6
H 2.22372 7.54324 4.85130 0.4 -0.3 -0.8
H 5.78666 6.28875 4.72233 0.1 -0.2 0.3
H 5.43293 7.05542 6.32093 0.2 0.3 0.0
H 4.99649 7.81661 4.71204 0.3 0.5 0.3


81
Properties=species:S:1:pos:R:3:forces:R:3 method="wB97M-V/def2-TZVPD" max_force_ev_per_a=0.82 homo_lumo_gap_ev="6.3633 / 6.3693" charge=+3 e_above_lowest_ev=0.000 s_squared=2.031 spin_multiplicity=3
Mo -0.11233 -0.64742 0.67284 -0.5 -0.6 0.2
S 1.36213 -1.46859 2.22881 0.2 0.1 0.0
C 0.92279 -3.15267 2.14726 -0.1 -0.2 0.0
N 1.62974 -3.93734 3.04002 -0.1 0.0 -0.1
N 1.49821 -5.16972 3.17230 0.1 -0.3 0.2
C 0.82938 -6.24199 2.52177 0.0 0.1 0.0
C 0.58509 -6.30087 1.14961 -0.1 -0.2 0.0
C 0.03925 -7.46507 0.64342 0.1 0.1 0.0
C -0.27765 -8.52789 1.48472 0.0 0.0 0.0
C -0.01686 -8.45959 2.84837 0.0 0.0 0.0
C 0.56883 -7.32403 3.37140 -0.1 -0.1 -0.1
N -0.08805 -3.54524 1.43783 0.0 0.3 0.0
N -0.61101 -2.53955 0.73694 0.3 0.1 0.1
C -1.94138 -2.62903 0.26564 -0.2 -0.1 0.1
C -2.23051 -1.98149 -0.93873 -0.1 0.0 0.0
C -3.56003 -1.88872 -1.35026 0.1 0.0 0.0
C -4.56026 -2.46447 -0.58925 0.0 0.0 0.0
C -4.25182 -3.13385 0.59662 0.0 0.0 0.0
C -2.94864 -3.20566 1.04396 0.0 0.1 -0.1
H 2.03175 -5.51056 3.97608 0.0 0.1 0.0
H 0.84352 -5.48920 0.48989 0.0 0.0 0.0
H -0.13514 -7.54811 -0.42015 0.0 0.0 0.0
H -0.71316 -9.42586 1.06744 0.0 0.0 0.0
H -0.24658 -9.29424 3.49520 0.0 0.0 0.0
H 0.80689 -7.27167 4.42767 0.0 0.0 0.0
H -1.43246 -1.66251 -1.60107 0.1 0.0 0.0
H -3.79520 -1.40762 -2.28990 0.0 0.0 0.0
H -5.58867 -2.41642 -0.92023 0.0 0.0 0.0
H -5.04181 -3.58896 1.17849 0.0 0.0 0.0
H -2.70559 -3.68976 1.98018 0.0 0.0 0.0
O -0.87472 0.99585 1.47533 0.2 -0.2 -0.3
P -0.39331 2.41767 1.01065 0.0 0.1 0.0
C 1.22130 2.15653 0.18085 0.2 0.3 0.0
P 1.41844 1.14902 -1.33066 0.0 0.1 0.0
O 0.69611 -0.23062 -1.04041 -0.1 0.3 0.0
C 0.62057 1.95480 -2.68806 0.0 -0.1 0.0
C 1.04137 3.23665 -3.05415 0.1 0.0 0.0
C 0.46759 3.85475 -4.14897 0.0 0.0 0.0
C -0.52344 3.20242 -4.87511 0.0 0.0 0.0
C -0.94052 1.92909 -4.51291 0.0 0.0 0.0
C -0.36605 1.29677 -3.42098 0.0 0.0 0.0
C 3.14464 0.91900 -1.59273 0.0 0.0 0.0
C 3.94556 0.40304 -0.56475 0.0 0.0 0.1
C 5.29067 0.18956 -0.78667 0.0 0.0 0.0
C 5.84332 0.48653 -2.03075 0.0 0.0 0.0
C 5.05241 0.98836 -3.05339 0.0 0.0 0.0
C 3.70021 1.20329 -2.84227 0.0 0.0 -0.1
C -1.57837 3.04819 -0.14574 0.1 0.1 0.0
C -1.35803 4.29325 -0.74375 0.0 0.0 0.0
C -2.27868 4.78638 -1.64902 0.0 0.0 0.0
C -3.41651 4.04577 -1.95475 0.0 0.0 0.0
C -3.63794 2.81360 -1.35700 0.0 0.0 0.0
C -2.72003 2.30787 -0.44918 0.0 -0.1 0.0
C -0.09145 3.50991 2.36011 -0.2 0.0 0.0
C 1.00967 3.32886 3.20709 0.1 -0.1 -0.1
C 1.18363 4.16160 4.29361 0.0 0.0 0.0
C 0.26182 5.17381 4.54643 0.0 0.0 0.0
C -0.83734 5.35125 3.71880 0.0 0.0 0.0
C -1.02201 4.52017 2.62658 0.0 0.0 0.0
H 1.93531 1.79055 0.92838 0.0 0.0 0.0
H 1.59742 3.15491 -0.08023 0.0 0.0 0.0
H 1.82998 3.74592 -2.51006 0.0 0.0 0.0
H 0.79772 4.84109 -4.44544 0.0 0.0 0.0
H -0.96275 3.68726 -5.73665 0.0 0.0 0.0
H -1.70084 1.42158 -5.09037 0.0 0.0 0.0
H -0.67387 0.29411 -3.15319 0.0 0.0 0.0
H 3.52829 0.15894 0.40698 0.0 0.0 0.0
H 5.91505 -0.20408 0.00322 0.0 0.0 0.0
H 6.89903 0.32221 -2.19972 0.0 0.0 0.0
H 5.48730 1.21217 -4.01745 0.0 0.0 0.0
H 3.08782 1.58723 -3.64719 0.0 0.0 0.0
H -0.48601 4.88655 -0.49011 0.0 0.0 0.0
H -2.12117 5.75315 -2.10740 0.0 0.0 0.0
H -4.14179 4.44227 -2.65275 0.0 0.0 0.0
H -4.53505 2.25332 -1.58214 0.0 0.0 0.0
H -2.90791 1.35907 0.03874 0.0 0.0 0.0
H 1.73247 2.53999 3.03203 0.0 0.0 0.0
H 2.03309 4.02768 4.94865 0.0 0.0 0.0
H 0.40425 5.82590 5.39770 0.0 0.0 0.0
H -1.55273 6.13529 3.92384 0.0 0.0 0.0
H -1.88492 4.65960 1.98810 0.0 0.0 0.0